(1)
{"formula": "C17H19NO6S", "method": "the ωB97M-V functional and the def2-TZVPD basis", "species": ["C", "O", "C", "C", "C", "C", "S", "O", "O", "C", "C", "C", "C", "C", "C", "O", "N", "C", "C", "O", "C", "C", "O", "C", "C", "H", "H", "H", "H", "H", "H", "H", "H", "H", "H", "H", "H", "H", "H", "H", "H", "H", "H", "H"], "positions_angstrom": [[3.320128, -5.525132, -1.778317], [3.234804, -4.126156, -1.621697], [2.017595, -3.548964, -1.521240], [2.016214, -2.153701, -1.396762], [0.828200, -1.465786, -1.288473], [-0.366117, -2.165970, -1.301712], [-1.909682, -1.295036, -1.077080], [-2.978741, -2.029013, -1.696648], [-1.732245, 0.085370, -1.440422], [-2.156114, -1.370142, 0.762485], [-1.011542, -0.666700, 1.352909], [0.179959, -1.109014, 1.863855], [0.956234, 0.043239, 2.107694], [0.199652, 1.111502, 1.698392], [0.544717, 2.546305, 1.785679], [1.315279, 2.926052, 2.655783], [0.012272, 3.394794, 0.878954], [-0.853276, 3.109235, -0.244864], [-2.205852, 3.789542, -0.006868], [-2.049276, 5.179629, 0.175853], [-1.192390, 5.460875, 1.259204], [0.187170, 4.822259, 1.062527], [-0.999870, 0.675060, 1.252440], [-0.383590, -3.539934, -1.422063], [0.805056, -4.239228, -1.537371], [2.898930, -6.051709, -0.916730], [2.818627, -5.856950, -2.692145], [4.383473, -5.746463, -1.850432], [2.964147, -1.640637, -1.390913], [0.807808, -0.390561, -1.211125], [-2.201897, -2.417845, 1.036591], [-3.102025, -0.868283, 0.948075], [0.455726, -2.125936, 2.053810], [1.942933, 0.093250, 2.518105], [-0.997016, 2.044833, -0.411235], [-0.394925, 3.547326, -1.140059], [-2.854398, 3.662388, -0.873800], [-2.685717, 3.343691, 0.877492], [-1.111207, 6.547714, 1.310072], [-1.633217, 5.084334, 2.195259], [0.820144, 4.982596, 1.935867], [0.666757, 5.245011, 0.173468], [-1.333818, -4.049932, -1.444211], [0.777091, -5.311913, -1.640346]], "forces_ev_per_a": [[0.020, -0.255, -0.027], [-0.054, 0.325, 0.032], [-0.181, 0.184, 0.032], [0.028, -0.153, -0.035], [0.159, 0.017, -0.086], [-0.696, 0.311, 0.110], [-0.190, -0.362, 0.201], [0.024, -0.336, 0.110], [0.286, 0.095, 0.104], [0.300, 0.326, -1.024], [0.696, -0.549, 0.572], [-0.718, 0.173, -0.088], [-0.325, 0.694, -0.254], [0.771, -0.723, 0.498], [-0.036, 0.242, -0.079], [0.089, -0.270, 0.110], [-0.010, 0.202, -0.047], [-0.513, -0.076, -0.237], [0.168, -0.279, -0.201], [-0.093, 0.108, -0.093], [0.341, 0.036, 0.066], [-0.153, 0.322, 0.307], [-0.256, 0.279, 0.021], [-0.096, 0.041, -0.015], [0.241, -0.167, -0.003], [0.001, 0.029, -0.035], [0.006, 0.020, 0.040], [-0.097, -0.030, 0.002], [0.110, 0.083, -0.005], [0.076, 0.157, 0.051], [0.004, -0.075, 0.048], [-0.135, -0.007, -0.069], [0.014, -0.267, -0.033], [0.203, 0.102, 0.107], [0.085, 0.152, -0.002], [-0.048, -0.063, 0.035], [0.008, -0.054, 0.052], [0.019, -0.002, -0.060], [0.026, -0.063, 0.070], [0.046, 0.043, -0.050], [-0.055, 0.043, -0.143], [-0.002, -0.013, 0.053], [-0.085, -0.148, -0.016], [0.022, -0.091, -0.019]], "nbo_charge": [-0.255, -0.482, 0.322, -0.249, -0.156, -0.380, 2.174, -0.937, -0.950, -0.672, 0.263, -0.294, -0.240, 0.167, 0.634, -0.622, -0.418, -0.267, -0.074, -0.523, -0.075, -0.258, -0.395, -0.178, -0.266, 0.179, 0.181, 0.206, 0.233, 0.244, 0.255, 0.264, 0.234, 0.245, 0.263, 0.195, 0.201, 0.163, 0.197, 0.165, 0.251, 0.196, 0.241, 0.218], "de_lowest_kcal_mol": 34.0, "total_charge": 0, "energy_ev": -42546.2864, "smiles": "COc1ccc(S(=O)(=O)Cc2ccc(C(=O)N3CCOCC3)o2)cc1"}

---

(2)
{"formula": "C4H13N3O", "method": "the ωB97M-V functional and the def2-TZVPD basis", "species": ["C", "N", "C", "O", "H", "H", "H", "H", "H", "H", "H", "C", "N", "C", "N", "H", "H", "H", "H", "H", "H"], "positions_angstrom": [[2.197524, 2.201307, -1.469218], [1.292548, 1.237068, -0.885199], [1.518197, 1.075451, 0.543661], [0.840927, -0.045185, 1.025073], [2.033632, 3.175566, -1.002406], [2.003216, 2.304609, -2.533396], [3.255152, 1.950067, -1.316881], [1.425427, 0.325245, -1.319962], [2.574023, 0.917359, 0.788367], [1.199612, 1.999174, 1.036321], [-0.109695, 0.081268, 0.873861], [-2.399727, -1.299882, 1.696662], [-1.326269, -2.356044, -0.593956], [-1.757831, -1.034730, -0.515010], [-2.273736, -0.474481, 0.501055], [-2.945924, -0.733113, 2.459747], [-1.416487, -1.555941, 2.110498], [-2.944484, -2.222322, 1.477619], [-0.961404, -2.546984, -1.534878], [-0.571455, -2.564478, 0.068667], [-1.633239, -0.433949, -1.410622]], "forces_ev_per_a": [[-0.068, 0.104, 0.170], [-0.025, -0.175, 0.150], [-0.111, -0.075, -0.343], [-0.135, -0.020, 0.224], [-0.008, 0.068, -0.030], [0.014, -0.023, -0.110], [0.146, -0.004, -0.064], [-0.041, 0.004, -0.001], [0.153, -0.035, 0.015], [-0.021, 0.109, 0.083], [0.022, 0.074, -0.062], [-0.097, 0.325, 0.044], [0.356, 0.248, -0.365], [-0.070, -0.142, 0.002], [0.216, 0.120, 0.302], [0.080, -0.100, -0.092], [-0.101, -0.099, 0.006], [0.091, -0.146, 0.029], [0.063, -0.019, 0.098], [-0.316, -0.126, 0.097], [-0.149, -0.090, -0.152]], "nbo_charge": [-0.494, -0.684, 0.038, -0.773, 0.174, 0.193, 0.150, 0.322, 0.125, 0.129, 0.485, -0.488, -1.030, 0.052, -0.529, 0.180, 0.185, 0.188, 0.260, 0.355, 0.161], "de_lowest_kcal_mol": 21.6, "total_charge": -1, "energy_ev": -10874.5679, "multiplicity": 2}

---

(3)
{"formula": "C5H10N3O4S2", "method": "the ωB97M-V functional and the def2-TZVPD basis", "species": ["C", "C", "C", "C", "C", "N", "N", "N", "O", "O", "O", "O", "S", "S", "H", "H", "H", "H", "H", "H", "H", "H", "H", "H"], "positions_angstrom": [[1.210917, -1.674574, -0.323563], [1.785747, -0.955177, 0.623213], [0.405075, -2.900411, -0.105413], [-2.035774, 2.689491, -0.425423], [0.499206, 1.896463, 0.002528], [-1.003038, 0.329251, 1.523405], [1.735513, 1.816721, 0.592322], [-1.459260, -0.478610, 0.708814], [-2.028644, -1.515170, 1.162131], [-1.372728, -0.324453, -0.548770], [2.915937, 0.551204, -1.219781], [3.848163, 0.626821, 1.053455], [-0.424878, 3.350184, 0.112452], [2.694093, 0.498483, 0.196516], [1.321697, -1.343103, -1.345703], [1.734921, -1.139465, 1.679595], [-0.646268, -2.649158, -0.270758], [0.680982, -3.676865, -0.815552], [0.497862, -3.263375, 0.915821], [-2.377218, 3.240734, -1.296388], [-2.737285, 2.799797, 0.395746], [-1.888569, 1.633435, -0.655932], [0.351825, 1.280579, -0.867754], [1.800120, 2.129993, 1.549491]], "forces_ev_per_a": [[-0.029, -0.115, -0.250], [0.470, 0.689, -0.230], [-0.189, 0.020, 0.133], [0.315, 0.159, 0.197], [-1.039, -0.302, -0.314], [0.907, 1.306, 0.402], [0.772, -0.366, -0.002], [-0.541, -0.832, -0.359], [-0.332, -0.437, 0.186], [0.044, -0.019, -0.490], [-0.467, -0.171, -0.070], [-0.445, -0.195, 0.196], [-0.027, 0.318, -0.011], [0.574, 0.474, 0.378], [0.029, 0.106, -0.136], [-0.075, -0.076, 0.281], [0.056, -0.051, 0.008], [0.124, -0.121, -0.038], [-0.003, -0.085, 0.017], [-0.013, 0.045, -0.054], [-0.088, -0.078, 0.012], [-0.146, 0.030, -0.012], [-0.055, -0.138, -0.049], [0.157, -0.161, 0.205]], "nbo_charge": [-0.050, -0.554, -0.674, -0.750, -0.195, -0.259, -0.868, 0.459, -0.586, -0.619, -0.950, -0.964, 0.206, 2.295, 0.223, 0.239, 0.291, 0.203, 0.210, 0.202, 0.218, 0.287, 0.225, 0.411], "de_lowest_kcal_mol": 29.9, "total_charge": -1, "energy_ev": -39672.8675}